No. 1
Entry from the OMol25 dataset: one molecule with the formula C8H9BrN4O2S at a distorted geometry (ωB97M-V with the def2-TZVPD basis set).

XYZ file:
```
25
Properties=species:S:1:pos:R:3:forces:R:3:nbo_charge:R:1
C 2.3581 0.9746 0.6820 4.05 2.15 0.96 -0.369
C 2.2806 -0.8760 -0.7308 4.64 -0.47 -0.49 0.062
C 0.9956 0.7487 0.9654 -3.34 1.11 1.82 0.136
C 3.0786 0.0876 -0.0817 -1.48 -0.53 -0.89 -0.120
C 0.3126 -0.1354 0.1433 -2.74 -1.07 -0.82 0.235
C -1.9264 -0.8606 1.2618 0.94 1.95 -1.43 0.139
C -1.3653 -0.3362 -0.0870 2.24 -0.69 2.00 0.323
C -1.4569 1.5507 -1.6598 -0.77 -0.06 1.18 -0.268
N 0.9632 -0.9467 -0.6399 -3.33 -0.16 -0.46 -0.597
N -2.2814 -2.0360 1.3548 -1.16 -1.85 0.79 -0.579
N -1.5320 -1.4713 -0.8687 -2.14 -0.43 -1.09 -0.878
N 0.4150 1.5477 1.9598 2.16 0.94 -1.53 -0.681
O -1.6387 -4.0720 -0.2292 -0.72 2.38 -0.01 -0.900
O -2.0048 0.8071 -0.4948 -0.04 1.21 -0.83 -0.542
S -2.4129 -2.7929 -0.2043 1.01 -0.93 0.24 1.520
Br 4.9245 0.1894 -0.4928 -0.50 0.09 0.33 0.094
H 2.8375 1.8304 1.1926 -0.16 -0.61 -0.39 0.211
H 2.7391 -1.6171 -1.4012 0.01 0.34 0.48 0.199
H -1.9114 -0.1680 2.0599 -0.20 0.43 1.25 0.168
H -1.1600 0.8711 -2.4983 -0.49 0.73 0.71 0.209
H -0.6406 2.1642 -1.2866 0.65 -0.36 -0.13 0.178
H -2.2239 2.3416 -1.8669 0.34 -1.28 -0.35 0.210
H -0.7083 -1.7656 -1.2784 2.31 -0.93 -1.29 0.431
H 0.9471 2.5004 2.0862 -1.82 -2.44 -0.01 0.411
H -0.5892 1.4643 2.1146 0.55 0.47 -0.05 0.408
```
Forces are in eV/Å.

As for the total charge: 0. The value obtained for the HOMO energy (alpha / beta) is -5.5 / -9.4 eV. For the gap between HOMO and LUMO (alpha / beta), the calculation gives 5.7 / 6.4 eV. The total energy is -3651.72941 Ha. Its spin multiplicity is 3. The expectation value of S² is 2.030.



No. 2
Entry from the OMol25 dataset: one molecule with the formula C8H9Cl at a distorted geometry (ωB97M-V with the def2-TZVPD basis set).

XYZ file:
```
18
Properties=species:S:1:pos:R:3:forces:R:3:nbo_charge:R:1
Cl 3.2474 0.7253 -0.0889 0.32 -0.04 0.02 -0.016
C 1.5564 0.3453 0.0161 0.91 3.47 0.11 -0.012
C 0.6774 1.4677 0.2446 1.43 0.29 -0.75 -0.244
C -0.5857 1.4356 -0.0146 -1.37 0.05 0.05 0.053
C -1.7250 0.6641 -0.4586 0.07 1.24 -0.37 -0.438
C -1.8885 2.0312 0.2102 0.29 0.26 -2.09 -0.437
C 1.1547 -0.8445 -0.0124 -1.46 -2.67 0.60 -0.054
C 0.0324 -1.7718 0.1403 0.55 -2.68 -1.19 -0.440
C 1.5277 -2.1903 0.0741 2.65 -2.54 -1.39 -0.424
H 1.1872 2.3681 0.4629 0.15 0.94 0.87 0.220
H -1.9863 -0.1500 0.1201 -0.64 -1.68 0.88 0.216
H -1.9984 0.6364 -1.4938 0.17 -0.20 -0.45 0.224
H -2.1780 2.8070 -0.4892 -0.25 0.20 0.38 0.218
H -2.2945 2.0014 1.1682 -0.54 0.40 1.49 0.219
H -0.3107 -2.2953 -0.8193 -0.54 1.49 1.55 0.238
H -0.4897 -2.0276 1.0728 0.11 0.64 -0.51 0.234
H 2.2416 -2.6524 0.8242 -1.35 0.95 -0.44 0.234
H 1.8320 -2.5502 -0.9568 -0.49 -0.13 1.24 0.210
```
Forces are in eV/Å.

As for the total charge: 0. The value obtained for the HOMO energy is -8.6 eV. For the gap between HOMO and LUMO, the calculation gives 9.5 eV. Its SMILES is ClC(C=C1CC1)=C1CC1. The total energy is -770.25577 Ha. Its spin multiplicity is 1.



No. 3
Entry from the OMol25 dataset: a 2-piece molecular cluster, C8H9Cl2NO2S overall at a distorted geometry (ωB97M-V with the def2-TZVPD basis set).

XYZ file:
```
23
Properties=species:S:1:pos:R:3:forces:R:3:nbo_charge:R:1
C -3.3715 -0.4492 0.5374 2.37 0.91 -1.71 -0.163
C -2.6141 0.1599 1.5004 0.38 1.23 1.66 -0.186
C -2.9906 -0.3576 -0.8131 -1.16 -0.01 0.13 -0.194
C -1.4228 0.8098 1.1744 -0.50 0.47 2.11 -0.147
C -1.8421 0.3872 -1.1509 -0.76 -1.53 -3.45 -0.190
C -1.0564 0.8104 -0.1572 1.83 1.47 1.76 -0.331
C 3.7023 -1.1226 -0.3133 0.08 -0.35 1.30 -0.451
C 1.8137 0.3027 0.1222 -1.28 0.49 1.64 0.125
N 2.5970 -0.2663 -0.6884 0.61 -0.96 -2.17 -0.482
O 0.7984 1.3384 -1.9725 0.10 -0.56 -1.52 -0.940
O 0.7460 2.7551 0.0341 0.06 -1.73 -0.09 -0.888
S 0.5305 1.4560 -0.5854 -0.50 2.03 1.48 2.158
Cl 2.2097 0.4056 1.7436 -0.01 0.50 0.21 0.182
Cl 0.0369 -1.8752 0.9662 0.74 0.12 -0.42 -0.838
H -4.1715 -1.0201 0.8210 -2.08 -1.23 0.47 0.213
H -2.9717 0.2059 2.5597 0.47 -0.27 -1.07 0.222
H -3.7279 -0.8680 -1.4860 1.30 0.83 0.04 0.230
H -0.8896 1.3395 2.0324 -0.34 -0.90 -1.67 0.249
H -1.4116 0.5964 -2.2021 -1.25 -0.84 1.60 0.253
H 3.4548 -1.4913 0.6645 0.13 0.00 0.73 0.245
H 3.6221 -2.0247 -0.8649 0.33 -0.53 -1.14 0.240
H 4.7123 -0.6864 -0.2713 -0.64 0.16 -0.47 0.237
H 2.2462 -0.4053 -1.6510 0.13 0.70 0.57 0.460
```
Forces are in eV/Å.

As for the total charge: 0. The value obtained for the HOMO energy is -8.1 eV. For the gap between HOMO and LUMO, the calculation gives 6.9 eV. The total energy is -1833.94524 Ha. Its spin multiplicity is 1.



No. 4
Entry from the OMol25 dataset: C8H9ClCrI2LuO8S as an isolated structure at a distorted geometry (ωB97M-V with the def2-TZVPD basis set).

XYZ file:
```
31
Properties=species:S:1:pos:R:3:forces:R:3:nbo_charge:R:1
I -3.8568 0.2902 1.9325 -0.50 -0.25 2.07 0.491
I -3.0060 -0.3300 4.6347 -0.87 0.29 -1.00 0.935
Cr -1.4819 0.2394 0.8420 0.27 -0.08 -0.07 0.280
Lu 1.0910 1.6647 0.1793 1.02 2.58 -0.53 1.800
S -1.1091 0.6714 -1.2717 0.93 0.92 1.11 0.043
C 2.3728 -0.1518 0.9662 3.02 -4.29 2.48 0.406
C 3.3300 1.4809 -0.7928 5.52 2.25 -1.25 0.427
C -1.0936 -1.1095 -1.7974 -0.58 -0.80 -0.80 -0.061
C -2.3679 -1.8143 -1.3180 -0.35 0.18 -0.10 -0.650
C 0.2032 -1.7960 -1.4092 -0.10 0.35 0.09 -0.637
C -1.1734 -0.9418 -3.3135 -0.39 0.47 -0.07 -0.642
C -0.1927 0.7100 2.2579 2.07 2.37 5.92 0.389
C -0.8221 -1.2996 1.7116 0.79 -6.62 4.71 0.535
O 4.4279 1.8093 -0.9244 -4.84 -1.76 0.43 -0.207
O 3.0939 -0.9075 1.4420 -2.67 2.87 -1.87 -0.249
O 0.3200 0.8826 3.3179 -2.58 -1.12 -5.68 -0.249
O -0.5625 -2.1616 2.4826 -1.16 4.57 -4.42 -0.290
H -2.3108 -2.8316 -1.7365 -0.25 0.17 0.31 0.306
H -3.2835 -1.3301 -1.7221 0.57 -0.31 0.17 0.265
H -2.4880 -1.8991 -0.2168 0.19 -0.12 -0.30 0.167
H 0.1870 -2.7826 -1.8523 0.14 -0.30 -0.27 0.305
H 0.3120 -1.9585 -0.3408 0.07 0.02 0.29 0.186
H 1.0663 -1.2566 -1.8046 0.09 -0.10 -0.03 0.234
H -1.2040 -1.9294 -3.7704 0.01 -0.07 -0.14 0.287
H -0.3090 -0.3857 -3.6688 0.07 -0.11 -0.28 0.240
H -2.0887 -0.3869 -3.5847 0.35 -0.32 -0.10 0.251
O 1.7678 3.6661 3.3467 0.68 -0.30 -1.69 -0.645
Cl 2.2336 3.5687 2.0060 0.92 1.73 2.08 2.450
O 3.2025 4.4864 1.5634 -0.91 -0.89 0.39 -0.599
O 2.7551 2.1263 1.7497 -1.97 0.73 -0.79 -0.877
O 0.9866 3.6766 1.0915 0.47 -2.05 -0.66 -0.890
```
Forces are in eV/Å.

As for the total charge: +4. The value obtained for the HOMO energy (alpha / beta) is -23.6 / -23.6 eV. For the gap between HOMO and LUMO (alpha / beta), the calculation gives 5.5 / 4.9 eV. The total energy is -4643.80283 Ha. Its spin multiplicity is 4. The expectation value of S² is 3.939.



No. 5
Entry from the OMol25 dataset: one molecule with the formula C8H9ClOS at a distorted geometry (ωB97M-V with the def2-TZVPD basis set).

XYZ file:
```
20
Properties=species:S:1:pos:R:3:forces:R:3:nbo_charge:R:1
C -0.3137 0.2771 -2.6078 1.23 -0.01 0.81 -0.606
C -0.3838 1.6636 -0.1805 -2.74 2.88 -0.80 -0.638
C -0.0807 0.4359 0.5149 -0.08 -0.98 0.15 -0.076
C 1.2730 0.1143 0.8936 -0.57 3.23 -1.37 -0.205
C 1.4869 -0.9860 1.5823 -1.12 -3.84 2.14 -0.198
C 0.3710 -1.8532 1.9319 1.87 0.97 -0.42 -0.204
C -0.9152 -1.5477 1.5461 0.77 0.39 -0.50 -0.213
C -1.2036 -0.4042 0.7606 1.82 -0.52 1.77 -0.203
H 0.3450 0.0404 -3.4781 -0.94 0.85 0.29 0.255
H 0.1189 -0.4161 -1.8254 -1.23 0.49 -0.58 0.246
H -1.5357 1.6862 -0.2376 1.52 0.14 -0.56 0.246
H -0.2355 2.6707 0.3090 0.63 -1.17 -0.18 0.252
H 2.1524 0.8188 0.7394 -1.60 -0.74 -0.24 0.242
H 2.4618 -1.2760 1.9697 -0.10 0.17 -0.23 0.216
H 0.6736 -2.7181 2.5184 -0.65 0.00 -0.05 0.216
H -1.7075 -2.1777 1.8461 -0.78 -0.66 0.27 0.211
H -2.2928 -0.2097 0.6457 1.21 0.43 -0.59 0.232
O 1.6646 1.7416 -2.0714 -0.90 0.74 0.73 -0.968
S 0.1761 1.9657 -1.9217 1.14 -2.05 -0.81 1.231
Cl -2.0548 0.1746 -2.9352 0.49 -0.31 0.18 -0.036
```
Forces are in eV/Å.

As for the total charge: 0. The value obtained for the HOMO energy is -9.0 eV. For the gap between HOMO and LUMO, the calculation gives 9.6 eV. The total energy is -1243.78892 Ha. Its spin multiplicity is 1.



Question: Which value of total energy does entry 1 give?
Answer: -3651.72941 Ha